Arrangement 1

2 unconnected molecules or ions with the total composition C4H11N2O, computed with the ωB97M-V functional and the def2-TZVPD basis.

```
! wB97M-V def2-TZVPD RIJCOSX def2/J DEFGRID3
* xyz -2 2
C 1.18929 0.19809 -2.25548
N -0.02620 0.88560 2.37109
C -0.02086 -0.49243 2.32247
O 0.04261 -1.13348 3.77248
C -0.05852 -0.47392 -1.77067
C -0.37097 0.91272 -1.04808
N -1.18935 -0.88904 -2.52548
H 1.12648 0.79500 -3.16515
H 2.16752 0.21747 -1.80111
H -0.89681 1.21180 2.80438
H -0.91106 -0.98483 1.90002
H 0.92973 -0.84219 1.92205
H 0.25076 -1.16178 -0.95828
H -0.63489 1.72582 -1.71953
H 0.29313 1.00798 -0.19015
H -1.34530 0.73735 -0.52243
H 0.28331 -0.29471 4.19266
H -0.82887 -1.41944 -3.32879
*
```

The frontier orbital gap (alpha / beta) is 5.512 / 5.645 eV. The expectation value of S² is 0.756.

Arrangement 2

A gas-phase ion, C4H11N2O (charge -2), computed with the ωB97M-V functional and the def2-TZVPD basis.

```
! wB97M-V def2-TZVPD RIJCOSX def2/J DEFGRID3
* xyz -2 2
N -0.23186 -0.10188 2.42552
C 0.35773 1.19490 1.84586
C 0.39106 1.24239 0.25196
N 1.24561 0.27244 -0.45511
C 0.64361 -0.48010 -1.66650
C -0.60050 -1.37504 -1.33291
O -1.85740 -0.74380 -1.11743
H 0.49727 -0.93037 2.43311
H -0.97879 -0.45645 1.74876
H -0.32255 2.05548 2.13100
H 1.46080 1.12774 2.01933
H 0.47444 2.36109 -0.04444
H -0.73482 1.09020 0.04912
H 1.99941 0.97199 -0.92481
H 1.37470 -1.26222 -1.82532
H 0.50740 0.27905 -2.48025
H -0.78976 -2.02159 -2.15529
H -0.47655 -1.95131 -0.39507
*
```

The frontier orbital gap (alpha / beta) is 2.811 / 6.608 eV. The expectation value of S² is 0.751.

Going by the energies, arrangement 2 is most stable and the next is 13.6 kcal/mol up.

Arrangement 1

3 unconnected molecules or ions with the total composition C3H13NO2S2, computed with the ωB97M-V functional and the def2-TZVPD basis.

```
! wB97M-V def2-TZVPD RIJCOSX def2/J DEFGRID3
* xyz 0 1
N -2.02556 0.46344 -0.22151
C -0.67676 -0.24597 -0.32483
C -0.61203 -1.63044 -0.90804
C 0.22090 -0.17053 0.94610
S 1.69847 0.97702 0.84582
S 1.83156 2.22913 2.42035
H -2.46689 0.65527 -1.16514
H -2.72790 0.17976 0.47121
H -0.22051 0.45317 -1.24503
H -0.64629 -2.52945 -0.11525
H -1.43287 -1.94390 -1.77091
H 0.35323 -1.81745 -1.34695
H -0.38239 0.04346 1.93791
H 0.74529 -1.19565 1.16302
H 0.79199 2.05806 3.29167
H 1.92697 -2.51665 -0.67219
H 2.38723 -2.99110 0.64569
O 2.62089 -2.62934 -0.16302
H 0.24700 3.82646 -1.22679
H -1.14426 3.42751 -0.96072
O -0.48807 3.35717 -1.60137
*
```

The SMILES is C[C@@H](N)CSS.O.O. The frontier orbital gap is 8.385 eV.

Arrangement 2

3 unconnected molecules or ions with the total composition C3H13NO2S2, computed with the ωB97M-V functional and the def2-TZVPD basis.

```
! wB97M-V def2-TZVPD RIJCOSX def2/J DEFGRID3
* xyz 0 1
S -2.31600 -2.18959 -2.37634
S -0.67822 -1.12423 -1.89081
C -1.24898 0.27960 -0.88675
C -1.89659 -0.11442 0.44651
N -1.31943 -1.29952 1.06894
C 0.04281 -1.04150 1.58112
H -2.84734 -1.46900 -3.38211
H -0.32436 0.86202 -0.82992
H -1.98465 0.87951 -1.43031
H -2.96174 -0.20986 0.27811
H -1.82787 0.74064 1.13531
H -1.87934 -1.51141 1.87941
H 0.71950 -1.77506 1.14153
H 0.12687 -1.24222 2.64968
H 0.36951 -0.07147 1.24693
H 2.42635 -0.05038 0.07115
H 3.21814 0.09633 1.36303
O 3.22444 0.34947 0.43465
H 3.10980 2.25695 -0.47126
H 3.37080 3.63159 -1.11873
O 2.67631 3.00256 -0.91014
*
```

The SMILES is CNCCSS.O.O. The frontier orbital gap is 9.371 eV.

Going by the energies, arrangement 2 is most stable and the next is 50.9 kcal/mol up.

Arrangement 1

C6H12N2S in the gas phase, computed with the ωB97M-V functional and the def2-TZVPD basis.

```
! wB97M-V def2-TZVPD RIJCOSX def2/J DEFGRID3
* xyz 0 1
C -0.80612 0.69155 1.24549
C -2.01139 -1.75593 -0.15777
C 1.45559 1.90673 0.08234
C -0.48712 -1.40915 -0.23041
C 1.20347 0.51717 -0.50553
C -0.24646 0.14965 -0.39773
N -1.30397 0.87642 2.26409
N 2.07331 -0.50741 0.02054
S -1.26368 1.18483 -1.33895
H -2.05390 -2.78683 0.45242
H -2.67782 -1.85705 -1.08147
H -2.53668 -1.09681 0.48170
H 0.59072 2.56089 0.12643
H 1.56003 1.85387 1.21096
H 2.32912 2.39712 -0.34436
H -0.14341 -2.03362 -1.05422
H 0.05628 -1.58444 0.72343
H 1.57767 0.75821 -1.53078
H 3.07665 -0.32202 -0.31286
H 1.99774 -0.52922 1.06972
H -2.39003 0.98603 -0.72307
*
```

The SMILES is CC[C@@](S)(C#N)[C@@H](C)N. The frontier orbital gap is 10.239 eV.

Arrangement 2

2 unconnected molecules or ions with the total composition C6H12N2S, computed with the ωB97M-V functional and the def2-TZVPD basis.

```
! wB97M-V def2-TZVPD RIJCOSX def2/J DEFGRID3
* xyz 0 1
C -2.20161 -0.04628 0.07029
C -3.46308 0.52657 0.68123
S -2.56958 -1.05213 -1.44374
H -1.42399 0.65650 -0.21906
H -1.71533 -0.74251 0.74588
H -3.17091 0.94633 1.64327
H -2.69091 0.01769 -2.23588
H -4.19686 -0.25821 0.83106
H -3.87466 1.28562 0.03789
C 2.40017 -1.96366 0.36869
C 2.47574 1.60113 0.47615
C 2.20026 -0.50653 0.14609
C 1.46371 0.14654 -0.79174
N 2.77767 0.42319 0.96088
N 1.68001 1.48457 -0.62067
H 3.09506 2.44118 0.69328
H 1.16729 2.22642 -1.06232
H 0.73306 -0.16773 -1.52025
H 3.19324 -2.36471 -0.26525
H 1.49247 -2.49945 0.09072
H 2.62826 -2.15453 1.41346
*
```

The SMILES is Cc1c[nH]cn1.CCS. The frontier orbital gap is 9.194 eV.

Going by the energies, arrangement 2 is most stable and the next is 53.2 kcal/mol up.

Arrangement 1

2 unconnected molecules or ions with the total composition C4H5Cl3O, computed with the ωB97M-V functional and the def2-TZVPD basis.

```
! wB97M-V def2-TZVPD RIJCOSX def2/J DEFGRID3
* xyz 0 1
C 0.87827 -0.52426 0.08003
C 1.88293 0.49985 -0.53398
C -0.42796 -0.63337 -0.57144
C -1.77446 0.13989 1.00644
O 1.12218 -1.08416 1.14136
Cl -0.69084 0.25982 -1.92667
Cl -3.38869 -0.35320 0.61868
Cl -1.52355 1.84783 0.80056
H 1.88891 0.15559 -1.59714
H 2.76037 0.33529 0.23343
H 1.41320 1.50660 -0.35949
H -0.87113 -1.73032 -0.73095
H -1.26919 -0.41956 1.83919
*
```

The frontier orbital gap (alpha / beta) is 8.673 / 8.674 eV.

Arrangement 2

A molecular structure, C4H5Cl3O, computed with the ωB97M-V functional and the def2-TZVPD basis.

```
! wB97M-V def2-TZVPD RIJCOSX def2/J DEFGRID3
* xyz 0 1
C 1.12750 -0.47589 1.14174
C 0.81702 -0.29479 -0.33234
C -0.68727 -0.04529 -0.77633
C -1.37178 1.19314 -0.20333
H -0.09338 -0.10276 1.99832
H 2.27413 -0.12254 1.35716
H 1.06040 -1.92612 1.19962
H -0.91925 0.30802 -1.83888
H -2.30145 1.21620 0.83593
O -1.07552 2.14801 -1.02143
Cl 1.70381 1.20211 -0.71456
Cl 1.46902 -1.75916 -1.09388
Cl -2.00322 -1.34094 -0.55202
*
```

The frontier orbital gap is 10.232 eV.

Going by the energies, arrangement 1 is most stable and the next is 75.1 kcal/mol up.

Arrangement 1

CHN3O in the gas phase, computed with the ωB97M-V functional and the def2-TZVPD basis.

```
! wB97M-V def2-TZVPD RIJCOSX def2/J DEFGRID3
* xyz 0 1
C 1.05874 -0.03689 0.05800
H 2.00434 -0.36359 0.07690
N 0.44487 1.12813 -0.05461
N -0.90126 0.63434 0.03460
N -1.03841 -0.49898 0.00650
O 0.26335 -1.03243 -0.04130
*
```

The SMILES is c1nnno1. The frontier orbital gap is 12.410 eV.

Arrangement 2

CHN3O in the gas phase, computed with the ωB97M-V functional and the def2-TZVPD basis.

```
! wB97M-V def2-TZVPD RIJCOSX def2/J DEFGRID3
* xyz 0 1
C -0.71466 0.13878 0.02891
H -1.76222 0.26839 0.00171
N 0.15692 1.05099 -0.03401
N 1.35732 0.41958 0.02593
N 1.15248 -0.81286 -0.01367
O -0.18984 -1.06488 -0.00887
*
```

The SMILES is c1nnno1. The frontier orbital gap is 12.499 eV.

Going by the energies, arrangement 2 is most stable and the next is 16.9 kcal/mol up.